C15H31NO3P2Re as an isolated structure. Source: the OMol25 dataset; level of theory: ωB97M-V/def2-TZVPD.

CARTESIAN COORDINATES (ANGSTROEM)
1 P 2.160 -0.576 -1.222
2 P -1.063 -1.927 0.685
3 C 1.709 -2.038 -0.227
4 C 0.247 -2.508 -0.415
5 H 1.970 -1.871 0.837
6 H 2.408 -2.817 -0.594
7 H -0.145 -2.335 -1.429
8 H 0.236 -3.597 -0.265
9 C -0.883 -3.147 2.029
10 H -1.644 -2.987 2.793
11 H 0.093 -3.000 2.499
12 H -0.941 -4.157 1.618
13 C -2.626 -2.276 -0.123
14 H -2.858 -3.341 0.029
15 H -2.550 -2.073 -1.199
16 H -3.421 -1.658 0.312
17 C 3.957 -0.516 -1.196
18 H 4.292 0.454 -1.595
19 H 4.336 -1.335 -1.824
20 H 4.320 -0.642 -0.166
21 C 1.635 -0.933 -2.908
22 H 0.643 -1.409 -2.928
23 H 2.381 -1.633 -3.320
24 H 1.631 -0.004 -3.499
25 Re -2.294 3.793 -0.993
26 C -0.999 -0.452 1.653
27 C -0.091 -0.237 2.788
28 C 1.267 0.229 2.648
29 C 1.573 1.644 1.987
30 C 2.124 1.606 0.657
31 C 1.565 0.876 -0.454
32 C -0.037 0.716 -0.544
33 C -0.913 0.801 0.676
34 C -3.258 2.847 -2.486
35 H -2.054 -0.506 2.008
36 H -0.504 -0.363 3.807
37 H 1.925 -0.522 2.149
38 H 1.636 0.313 3.689
39 H 0.680 2.284 2.022
40 H 2.320 2.179 2.597
41 H 3.126 2.020 0.452
42 H 1.802 1.541 -1.329
43 H -0.311 -0.187 -1.133
44 H -0.317 1.572 -1.189
45 H -0.725 1.721 1.258
46 H -1.923 1.012 0.287
47 H -4.141 3.471 -2.671
48 H -3.577 1.831 -2.239
49 H -2.676 2.846 -3.413
50 O -2.467 5.508 -1.213
51 N -3.207 3.305 0.463
52 O -3.828 3.034 1.451
53 O -0.584 3.447 -0.817

Its charge is +2. For the total energy, the calculation gives -44377.14627 eV. For the LUMO energy (spin up / spin down), the calculation gives -5.56 / -7.27 eV. The value obtained for the energy above the lowest of the compared OMol25 structures with the same formula, charge and spin is 0.000 eV. Its HOMO-LUMO gap (spin up / spin down) is 8.192 / 7.077 eV. Its multiplicity is 4. Its largest force on an atom is 7.2 eV/Å. Its expectation value of S² is 3.797.